Record 1
116
Properties=species:S:1:pos:R:3:forces:R:3 method="wB97M-V/def2-TZVPD" spin_multiplicity=2 lumo_energy_ev="-3.17 / -5.02" charge=+1 homo_lumo_gap_ev="6.86 / 4.97"
Ir 0.3362 -0.6336 0.7355 -0.5 0.6 -0.3
I 1.6710 0.4119 3.4152 0.3 0.1 0.3
Se -0.3141 0.5366 -1.2445 -0.1 0.3 -0.2
O 1.9909 0.5967 0.5933 -0.2 -0.7 -0.1
O -0.7544 0.8582 1.6144 0.3 -0.7 0.3
O 1.2966 -1.6510 -0.7006 0.2 0.4 0.3
O -0.2122 -6.0584 1.6058 0.0 0.0 0.0
N 0.8976 -4.5976 -2.6407 0.0 0.1 -0.1
N -1.4424 -1.7646 0.8064 0.2 -0.3 -0.4
N -4.4031 -4.6852 0.8094 0.0 0.0 0.0
N 0.9652 -2.3937 2.0145 0.3 -0.1 0.2
C 0.9112 -5.2316 -0.3279 0.0 0.0 0.0
C -3.4392 3.1813 -0.5697 0.0 0.0 -0.1
C 1.0678 -3.8794 0.0375 0.0 0.2 -0.2
C -4.4474 5.4679 -0.6947 0.0 0.0 0.0
C 0.8842 -2.7385 6.2545 0.0 0.0 0.0
C 1.0774 -3.3333 -2.3266 0.0 0.0 0.1
C -3.0223 -3.1196 -0.3793 0.0 0.0 0.0
C 0.8584 -6.3275 0.6932 0.0 0.0 0.0
C 2.8806 1.2651 -5.6634 0.0 0.0 0.0
C -1.6931 1.5369 0.9569 0.2 0.2 -0.4
C 4.7967 1.6458 1.2025 0.0 0.0 0.0
C 1.2539 -2.3109 -3.4057 0.0 0.0 -0.1
C 0.9739 -2.4827 3.4627 -0.2 -0.1 0.0
C -3.2022 1.9757 3.0629 0.0 0.0 0.1
C 4.0120 1.5394 -2.2828 0.0 0.0 0.1
C 4.8426 0.7099 -0.0141 0.1 0.0 0.0
C 2.7251 3.6594 -4.9421 0.0 0.0 0.0
C 0.7904 -5.5157 -1.6692 0.0 -0.1 0.1
C 1.7213 1.6646 -2.8846 0.0 0.1 -0.1
C 0.5485 -3.8126 5.4449 0.0 0.0 0.0
C -2.2907 1.0679 3.8915 0.0 0.0 0.0
C -3.2211 3.3512 3.7466 0.0 0.0 0.0
C 4.9019 2.4679 -4.8607 0.0 0.0 0.0
C 3.0481 1.8510 -3.2436 -0.1 0.0 0.0
C -1.5427 1.7411 -0.4234 -0.1 -0.2 0.2
C 4.6699 -0.7527 0.4286 0.0 0.0 0.0
C 1.2476 -1.4001 4.2894 0.0 -0.1 -0.1
C -4.6136 1.3670 3.1035 0.0 0.0 0.0
C -2.3917 2.5215 -1.1888 0.0 0.1 -0.1
C 6.2339 0.8366 -0.6407 0.0 0.0 0.0
C -1.8788 -2.3263 1.9466 -0.1 0.3 0.1
C 1.4196 1.2482 -1.6004 0.0 -0.1 -0.2
C -5.8324 3.4477 -1.2254 0.0 0.0 0.0
C 3.3946 2.3079 -4.6597 0.0 0.0 0.0
C -3.4544 -3.7301 0.8092 0.0 0.0 0.0
C 0.5738 -3.6817 4.0686 -0.1 0.0 0.0
C 3.7338 1.0870 -0.9949 0.0 0.0 0.0
C -4.4308 4.0667 -1.3210 0.0 0.0 0.0
C 1.1149 -2.9192 -0.9704 0.0 -0.3 0.2
C -3.6028 2.9543 0.7965 0.0 0.0 0.1
C -2.8581 -3.2811 1.9985 0.0 0.0 0.0
C -2.7959 2.1456 1.5918 0.1 0.1 0.0
C -4.0622 4.2067 -2.7979 0.0 0.0 0.0
C 1.2326 -3.5137 1.4273 0.0 0.1 0.1
C 2.3799 0.9561 -0.6320 -0.3 0.2 0.0
C -2.0381 -2.1701 -0.3332 0.0 -0.1 0.1
C 1.2135 -1.5294 5.6721 0.0 0.1 0.0
H -4.7480 4.9048 -3.2792 0.0 0.0 0.0
H 3.1192 4.4333 -4.2811 0.0 0.0 0.0
H -2.2253 3.7977 3.7415 0.0 0.0 0.0
H -2.2520 0.0579 3.4848 0.0 0.0 0.0
H 0.7097 -7.2818 0.1845 0.0 0.0 0.0
H 4.9684 2.6788 0.8933 0.0 0.0 0.0
H -3.4462 -3.3951 -1.3353 0.0 0.0 0.0
H -5.8320 2.4231 -1.6021 0.0 0.0 0.0
H 6.3680 0.1521 -1.4810 0.0 0.0 0.0
H 3.1887 1.5309 -6.6764 0.0 0.0 0.0
H -2.6930 1.0101 4.9056 0.0 0.0 0.0
H 0.4015 -1.6270 -3.4435 0.0 0.0 0.0
H 2.1386 -1.6992 -3.2180 0.0 0.0 0.0
H -6.1942 3.4291 -0.1962 0.0 0.0 0.0
H -0.3692 -6.8512 2.1294 0.0 0.0 0.0
H 5.3300 3.1809 -4.1538 0.0 0.0 0.0
H -4.4416 3.4386 1.2809 0.0 0.0 0.0
H 1.8084 -6.3891 1.2381 0.0 0.0 0.0
H -1.4331 -1.9612 2.8611 0.0 0.0 0.0
H -5.3556 2.0133 2.6340 0.0 0.0 0.0
H 0.9248 1.8276 -3.6023 0.0 0.0 0.0
H 5.4292 1.5175 -4.7573 0.0 0.0 0.0
H 1.6446 3.6139 -4.7990 0.0 0.0 0.0
H -3.9042 4.0461 3.2578 0.0 0.0 0.0
H 5.4921 -1.0350 1.0899 0.0 0.0 0.0
H 3.7318 -0.9011 0.9607 0.0 0.0 0.0
H -3.0509 4.5975 -2.9261 0.0 0.0 0.0
H 1.4382 -0.6695 6.2881 0.0 0.0 0.0
H 0.2426 -4.7528 5.8839 0.0 0.0 0.0
H -2.2293 2.6050 -2.2557 0.0 0.0 0.0
H -4.6991 -5.1210 1.6634 0.0 0.0 0.0
H 0.8622 -2.8317 7.3316 0.0 0.0 0.0
H -4.6862 5.4352 0.3689 0.0 0.0 0.0
H -4.8217 -5.0008 -0.0465 0.0 0.0 0.0
H 3.2802 0.2753 -5.4340 0.0 0.0 0.0
H 6.4416 1.8520 -0.9822 0.0 0.0 0.0
H -1.6960 -1.7155 -1.2517 0.1 0.0 0.0
H 1.3430 -2.8120 -4.3662 0.0 0.0 0.0
H -6.5419 4.0293 -1.8168 0.0 0.0 0.0
H -1.2743 1.4507 3.9486 0.0 0.0 0.0
H 2.9117 3.9638 -5.9738 0.0 0.0 0.0
H 0.6202 -6.5347 -1.9979 0.0 0.0 0.0
H -4.6328 0.4040 2.5873 0.0 0.0 0.0
H 5.5769 1.3725 1.9161 0.0 0.0 0.0
H 5.0940 2.8438 -5.8664 0.0 0.0 0.0
H -4.1381 3.2542 -3.3274 0.0 0.0 0.0
H -3.5421 3.2453 4.7847 0.0 0.0 0.0
H -3.4772 5.9550 -0.8066 0.0 0.0 0.0
H 1.5970 -4.3148 2.0607 0.0 0.0 0.0
H 6.9819 0.5879 0.1133 0.0 0.0 0.0
H 5.0487 1.6454 -2.5608 0.0 0.0 0.0
H 4.6866 -1.4174 -0.4386 0.0 0.0 0.0
H 3.8345 1.5961 1.7070 0.0 0.0 0.0
H 0.2327 -4.5092 3.4601 0.0 0.0 0.0
H -5.1996 6.0882 -1.1852 0.0 0.0 0.0
H 1.7909 1.2016 -5.6543 0.0 0.0 0.0
H -3.1572 -3.6784 2.9589 0.0 0.0 0.0
H -4.9192 1.2065 4.1393 0.0 0.0 0.0


Record 2
33
Properties=species:S:1:pos:R:3:forces:R:3 method="wB97M-V/def2-TZVPD" lumo_energy_ev=-0.22 smiles=CO.CO.O.O.O.O.O.O.O homo_lumo_gap_ev=10.23
O 3.6556 0.7034 1.1842 -0.2 0.1 0.1
O 1.7509 1.6025 -2.5684 -0.1 -0.2 0.1
O -0.6076 -1.8948 -0.6431 0.2 0.1 0.4
O -2.8406 1.9827 -0.1466 0.2 0.3 0.3
O -3.4267 -0.5473 1.2595 0.2 0.1 0.0
O 1.4817 2.4642 1.5829 0.1 0.1 0.0
O -0.4584 -2.3348 2.4663 0.1 -0.2 -0.2
O -0.2056 0.8793 -0.6570 -0.3 -0.2 0.2
O -2.2259 1.9882 -2.9820 0.0 -0.2 -0.1
C 2.7988 -0.3738 1.5491 -0.2 -0.3 -0.9
C 0.4755 -2.8483 -0.7256 -0.3 0.3 -0.3
H -1.4552 -2.3403 -0.7003 0.1 -0.2 -0.1
H -0.4414 -2.1438 1.5186 -0.2 0.2 0.2
H 1.5853 2.5486 -2.6189 0.0 0.0 0.0
H -2.2118 2.6147 0.2353 -0.2 0.0 0.0
H -3.6827 2.4553 -0.1632 0.0 -0.1 -0.1
H -2.9155 0.2059 0.9196 -0.3 -0.1 0.1
H 1.3414 -2.2962 -1.0866 -0.1 -0.1 -0.1
H 0.9638 2.0487 0.8845 0.1 -0.1 -0.1
H 2.3862 2.1309 1.4488 -0.3 0.1 0.0
H -1.1088 1.2428 -0.6636 0.6 -0.4 -0.1
H -3.2428 -1.2630 0.6475 -0.1 0.0 0.0
H 4.5663 0.4081 1.2027 0.1 0.0 0.1
H -0.2958 -0.0965 -0.6361 -0.2 0.4 0.0
H 1.1161 1.2763 -1.9023 0.1 0.3 -0.3
H 2.5424 -0.3736 2.6079 0.3 -0.2 0.0
H -1.3891 -2.4701 2.6750 0.0 0.2 0.0
H 0.1743 -3.6139 -1.4392 0.4 -0.2 0.1
H 1.8669 -0.2749 0.9861 0.0 0.3 0.1
H 0.7225 -3.2568 0.2552 -0.2 -0.2 -0.1
H -1.7195 1.3536 -3.5024 0.0 0.1 0.0
H 3.2224 -1.3076 1.1677 0.1 -0.2 0.6
H -2.4224 1.5306 -2.1556 -0.1 0.2 -0.1


Record 3
13
Properties=species:S:1:pos:R:3:forces:R:3 method="wB97M-V/def2-TZVPD" lumo_energy_ev="-0.02 / -0.02" homo_lumo_gap_ev="8.43 / 8.43"
S -1.5773 1.9058 -2.0790 -0.6 1.0 -1.2
S -0.9409 -1.3436 0.4863 -0.2 0.1 -0.1
N -0.4316 1.4116 0.1387 1.2 -2.6 2.0
N -0.9987 0.9752 -0.8688 0.4 -0.4 1.1
C -1.1557 -0.4776 -1.0968 0.2 -1.1 0.3
C 1.6243 -0.2343 0.8879 0.1 0.1 0.0
C 0.1616 -0.1254 1.1635 -1.2 2.5 -2.3
H 2.0861 -0.8904 1.6256 0.0 -0.1 0.0
H -2.1571 -0.6883 -1.4686 0.2 0.1 0.0
H 1.8236 -0.6405 -0.1007 0.0 0.0 -0.1
H 2.0928 0.7430 0.9787 0.1 0.1 0.0
H -0.1107 0.1478 2.1738 0.0 0.1 0.1
H -0.4163 -0.7834 -1.8406 -0.1 0.2 0.1


Record 4
49
Properties=species:S:1:pos:R:3:forces:R:3 method="wB97M-V/def2-TZVPD" lumo_energy_ev="-4.11 / -4.11" charge=+1 homo_lumo_gap_ev="5.58 / 5.58"
Ga -0.4011 0.1437 0.1912 2.3 2.4 -0.7
O 1.1563 -2.1991 -0.5317 -0.8 -0.8 -0.2
O -0.1940 1.1177 -1.4870 -1.6 0.3 -1.0
O -3.2446 0.4951 -0.3933 0.6 -0.6 0.0
O 2.4766 -0.2653 0.4322 0.2 -1.2 -0.3
O 1.9554 1.8693 -2.5650 0.5 0.6 -0.6
O -1.6845 2.6426 0.8053 -0.9 0.3 0.1
N -2.1793 -0.3968 -0.4270 -1.9 -0.6 -1.4
N -2.2534 0.0566 2.1759 0.8 -2.0 1.0
N -1.0049 -0.3545 1.8933 -1.4 -0.4 2.1
N -1.5386 -1.3952 3.7511 -0.9 0.7 -1.0
N -0.5645 2.0246 0.9603 2.4 0.4 -0.1
N -0.0652 -1.6707 -0.5414 -1.7 -1.6 -1.1
N -2.5470 -0.6477 3.2315 1.3 0.8 0.5
N 1.4726 0.5413 0.6789 1.0 2.8 1.1
N -3.6997 -0.3396 3.9235 0.5 -0.3 -0.1
C -1.0295 -3.8526 -1.0780 0.0 -0.5 -0.1
C 1.7328 1.7470 1.2483 -0.2 -3.7 -1.2
C -2.3690 -1.6307 -0.8564 -0.6 3.4 1.3
C -0.5862 -1.1822 2.8353 -0.8 -0.2 0.7
C 2.6286 0.9310 -3.4515 -0.1 -1.2 -0.2
C 0.5454 3.8922 2.0708 0.3 0.5 0.2
C 3.1199 2.0341 1.6847 0.1 0.4 0.2
C 0.5802 2.5712 1.4195 -3.5 -0.3 -0.6
C -3.7511 -2.0856 -1.1086 -0.2 -0.6 -0.3
C -1.1319 -2.3897 -0.8984 3.2 0.6 1.1
H -4.2301 -1.4580 -1.8715 0.1 -0.2 0.2
H -2.8884 1.3263 0.0658 0.1 -0.4 -0.1
H 2.5529 0.0000 -2.9010 -0.3 -0.3 -0.1
H 1.1104 3.8507 3.0028 0.0 0.1 0.1
H 1.5297 2.6356 -2.9909 0.9 -0.4 -0.4
H -4.3941 -0.0767 3.2301 -0.2 -0.2 0.3
H -3.9335 -1.1287 4.5160 -0.2 0.1 -0.1
H -4.3279 -1.9850 -0.1779 0.1 0.1 -0.3
H 3.4155 1.3111 2.4533 0.0 0.0 -0.1
H 0.3990 -1.6157 2.8303 0.0 -0.1 0.2
H 3.8351 1.9299 0.8615 -0.2 -0.1 0.1
H -1.0267 1.6587 -1.5654 1.6 -0.2 -0.3
H 2.1895 0.8093 -4.4491 -0.5 0.3 0.4
H 1.0003 4.6745 1.4547 -0.1 0.0 0.0
H -1.1136 -4.1742 -2.1235 -0.1 0.1 0.2
H -0.0606 -4.1992 -0.7001 -0.2 0.1 -0.1
H 3.7102 0.9523 -3.6734 -0.2 1.4 0.8
H 0.6797 1.4941 -1.8465 -0.3 -0.1 0.0
H 3.2036 3.0389 2.1077 0.0 -0.1 -0.1
H -1.8255 -4.3326 -0.4948 0.1 0.0 -0.2
H -0.4908 4.1593 2.2861 0.1 0.0 -0.1
H -3.7784 -3.1326 -1.4190 0.0 0.2 0.0
H 1.7600 -1.4442 -0.1622 0.9 0.7 0.4


Record 5
14
Properties=species:S:1:pos:R:3:forces:R:3 method="wB97M-V/def2-TZVPD" spin_multiplicity=2 lumo_energy_ev="-4.66 / -8.06" charge=+1 homo_lumo_gap_ev="7.49 / 4.04"
S -1.9963 -1.4879 1.0929 -0.2 -0.4 -1.1
N 0.5348 2.4183 -0.5224 1.8 0.0 1.8
C 1.5487 0.4509 0.2859 1.3 0.5 -0.9
C 0.7414 1.5746 0.5008 -0.7 -0.4 -0.2
C -1.0417 -2.0709 -0.4014 0.0 1.0 1.0
H -3.0842 -2.1114 0.6123 -0.2 0.4 0.5
H -1.5822 -2.9051 -0.8355 0.6 -0.3 0.2
H 0.2360 1.7431 1.4439 -0.2 0.0 -0.1
H 1.3786 2.4162 -1.0958 -0.7 0.2 -1.0
H -0.9379 -1.3037 -1.1709 -0.1 0.1 0.2
H -0.0793 -2.2604 0.0743 0.1 -0.7 -0.7
H 0.2093 3.3515 -0.2718 -0.4 -0.2 -0.3
H 2.0656 -0.1843 0.9924 -0.8 0.0 0.6
H 2.0072 0.3692 -0.7048 -0.4 -0.1 0.1


Record 6
13
Properties=species:S:1:pos:R:3:forces:R:3 method="wB97M-V/def2-TZVPD" lumo_energy_ev=0.86 smiles=Nc1csc(Cl)c1N homo_lumo_gap_ev=8.51
Cl 4.0287 0.9978 -0.0257 -0.3 -0.5 0.0
S 2.7148 -1.7947 -0.0055 0.4 0.4 -0.3
N -1.0201 -0.6254 0.1238 -0.2 -1.8 1.7
N 0.8324 1.6879 -0.0081 2.4 2.9 -2.0
C 2.6144 -0.0204 -0.0266 -0.7 -0.1 0.1
C 0.9946 -1.9926 -0.0883 -0.3 1.8 0.5
C 1.3516 0.4749 -0.0026 -1.6 -6.4 0.1
C 0.3399 -0.8120 -0.0352 2.4 2.8 -0.4
H -1.5852 -0.0541 -0.4016 -0.4 2.5 -1.8
H 0.4160 -2.8828 0.0171 0.4 -0.9 -0.1
H -1.5976 -1.4543 0.1271 0.6 -0.6 0.5
H 1.5611 2.4160 -0.1365 -1.1 -0.4 0.4
H 0.1001 1.8945 0.5868 -1.6 0.4 1.3


In the order shown, the computed E values come out to -5149.0192; -766.5123; -1023.6807; -3263.4095; -572.2884; -1123.2747 hartree.
In the order shown, the computed energy above the lowest of the compared OMol25 structures with the same formula, charge and spin values come out to 1.722; 1.179; 3.326; 0.000; 0.858; 1.034 eV.
In the order shown, the computed F_max values come out to 0.0167; 0.0184; 0.0702; 0.0755; 0.0495; 0.1288 Eh/bohr.